[1]
90
Properties=species:S:1:pos:R:3:lowdin_spin:R:1 method="wB97M-V/def2-TZVPD" s2=0.763 e_homo_ev="-1.012 / -5.470" charge=-1 homo_lumo_gap_ev="3.15 / 7.60" multiplicity=2
N -0.32 0.31 0.01 0.000
H 0.43 0.71 0.56 0.000
H -0.03 0.14 -0.95 0.000
H -1.07 0.97 0.11 0.000
H -0.61 -0.55 0.45 0.000
O 4.09 2.05 3.00 0.000
C 4.31 1.77 1.83 0.000
O 5.48 1.77 1.20 0.000
B 5.24 1.52 -0.23 0.000
O 3.78 1.30 -0.31 0.000
C 3.23 1.47 0.83 0.000
O 2.00 1.43 1.01 0.000
O 5.99 0.39 -0.69 0.000
C 6.86 0.76 -1.61 0.000
O 7.66 0.03 -2.18 0.000
C 6.62 2.24 -1.89 0.000
O 5.66 2.65 -1.10 0.000
O 7.18 2.92 -2.75 0.000
C -1.64 -3.73 -2.26 0.004
C -0.39 -3.33 -3.04 0.000
C -0.02 -2.02 -2.33 0.000
O -1.25 -1.41 -2.03 0.002
C -2.34 -2.40 -2.03 0.000
H -1.40 -4.29 -1.35 0.003
H -2.36 -4.35 -2.79 0.000
H -0.62 -3.17 -4.09 0.000
H 0.36 -4.12 -2.96 0.000
H 0.61 -1.43 -3.00 0.000
H 0.53 -2.22 -1.41 0.000
H -2.93 -2.12 -2.90 0.000
H -2.90 -2.30 -1.10 -0.001
C 2.60 -2.73 2.98 0.001
C 2.76 -3.64 1.74 0.000
C 2.49 -2.63 0.63 0.000
O 1.43 -1.81 1.14 0.000
C 1.64 -1.62 2.55 0.001
H 3.55 -2.27 3.24 0.000
H 2.29 -3.28 3.86 0.001
H 2.02 -4.44 1.71 0.001
H 3.80 -3.94 1.58 0.000
H 2.18 -3.13 -0.28 0.000
H 3.36 -2.03 0.36 0.000
H 0.70 -1.61 3.10 0.001
H 2.22 -0.75 2.85 0.000
C 0.07 2.69 -4.24 0.000
C 0.98 3.24 -3.19 0.000
C 1.46 2.09 -2.36 0.000
O 0.22 1.37 -2.33 0.000
C -0.53 1.50 -3.51 0.000
H 0.64 2.36 -5.11 0.000
H -0.68 3.40 -4.59 0.000
H 0.47 3.98 -2.57 0.000
H 1.84 3.75 -3.61 0.000
H 1.83 2.42 -1.39 0.000
H 2.16 1.46 -2.90 0.000
H -1.54 1.69 -3.17 0.000
H -0.56 0.58 -4.10 0.000
N -2.53 1.73 -0.35 0.002
C -2.46 3.03 -0.31 0.000
C -3.48 3.89 -0.84 0.002
C -4.67 3.28 -1.31 0.001
C -4.68 1.86 -1.39 0.002
C -3.61 1.13 -0.92 0.004
H -1.52 3.40 0.07 0.000
H -3.28 4.95 -0.79 0.000
H -5.46 3.87 -1.74 0.000
H -5.46 1.26 -1.83 0.000
H -3.70 0.05 -0.85 0.004
N -1.79 -1.71 1.20 0.290
C -1.48 -3.04 1.22 0.094
C -2.42 -4.02 1.56 0.089
C -3.74 -3.67 1.84 0.249
C -4.05 -2.33 1.87 0.054
C -3.10 -1.37 1.60 0.141
H -0.44 -3.31 1.09 0.005
H -2.16 -5.06 1.66 0.003
H -4.57 -4.32 2.10 0.023
H -5.03 -2.05 2.24 -0.002
H -3.39 -0.33 1.55 0.011
N -0.51 0.72 3.60 0.003
C -1.75 0.44 4.02 0.005
C -2.65 1.47 4.43 0.001
C -2.23 2.78 4.28 0.003
C -0.98 3.12 3.76 0.001
C -0.18 2.03 3.44 0.001
H -1.94 -0.61 4.18 0.002
H -3.58 1.24 4.91 0.001
H -2.88 3.55 4.66 0.000
H -0.63 4.14 3.61 0.000
H 0.79 2.29 3.03 0.000

=====

[2]
19
Properties=species:S:1:pos:R:3:mulliken_charge:R:1 method="wB97M-V/def2-TZVPD" e_homo_ev=-7.550 e_above_lowest_kcal_mol=75.0 homo_lumo_gap_ev=8.02
C -0.73 1.40 -0.37 -0.268
C -0.12 -1.04 -1.17 -1.223
C -0.96 -0.73 1.06 -1.150
N -0.16 -0.14 -0.02 0.412
N 1.34 1.24 1.07 -0.724
C 1.27 0.04 0.58 0.400
O -0.76 1.60 -1.72 -0.511
N 1.95 -1.05 0.49 -0.683
H -1.41 1.01 -2.13 0.353
H 2.25 1.46 1.46 0.188
H 2.87 -0.95 0.89 0.218
H -0.09 2.18 0.06 0.328
H -1.70 1.42 0.12 0.261
H -1.99 -0.90 0.74 0.360
H 0.45 -1.93 -0.90 0.389
H -1.14 -1.32 -1.47 0.407
H 0.40 -0.55 -1.99 0.417
H -0.95 -0.06 1.92 0.432
H -0.52 -1.68 1.37 0.396

=====

[3]
19
Properties=species:S:1:pos:R:3:mulliken_charge:R:1 method="wB97M-V/def2-TZVPD" e_homo_ev=-8.059 e_above_lowest_kcal_mol=82.3 homo_lumo_gap_ev=9.19
C 1.44 0.05 -1.80 -0.875
C -0.03 -1.41 1.90 -0.971
C -0.43 1.45 1.23 -1.331
N 0.49 0.80 -1.00 -0.185
C -1.47 0.19 -1.20 -0.026
C 0.04 0.35 0.32 0.855
N 0.36 -0.86 0.63 -0.569
N -1.66 -0.70 -2.00 -0.366
H 0.36 1.78 -1.19 0.305
H -2.03 -1.63 -1.97 0.269
H 1.95 -0.68 -1.18 0.275
H 0.92 -0.51 -2.58 0.285
H 2.16 0.72 -2.25 0.334
H -1.07 -1.17 2.18 0.274
H 0.06 -2.49 1.83 0.323
H 0.60 -1.06 2.71 0.320
H -1.48 1.29 1.48 0.327
H -0.37 2.42 0.74 0.383
H 0.15 1.45 2.15 0.373

=====

[4]
102
Properties=species:S:1:pos:R:3:mulliken_charge:R:1 method="wB97M-V/def2-TZVPD" e_homo_ev=-10.073 smiles="CCCN[C@@](CC(=O)F)(OC=O)S(=O)(=O)C(F)(F)C(F)(F)C(F)(F)C(F)(F)F.CCO.CCO.CCO.CCO.CCO.CCO.CCO" homo_lumo_gap_ev=9.26
C -0.46 -3.02 2.54 -0.802
C -0.40 -3.53 1.02 0.070
C 1.11 -3.90 0.52 -0.777
N 2.11 -2.87 0.93 0.164
C 2.67 -2.10 -0.20 -0.136
C 3.87 -1.19 0.44 -0.798
C 3.36 -0.14 1.53 0.718
O 2.60 -0.36 2.48 -0.424
F 3.90 1.20 1.41 -0.285
O 3.25 -2.89 -1.27 -0.417
C 4.17 -3.87 -0.81 0.277
O 4.98 -4.35 -1.66 -0.496
S 1.45 -0.83 -0.91 0.732
O 2.17 0.44 -1.35 -0.516
O 0.48 -0.56 0.23 -0.451
C 0.59 -1.45 -2.46 0.460
F -0.15 -2.63 -2.09 -0.324
F 1.52 -1.91 -3.46 -0.235
C -0.50 -0.41 -3.04 0.504
F -0.89 0.60 -2.11 -0.149
F -1.71 -1.15 -3.30 -0.265
C -0.12 0.29 -4.43 0.484
F 0.00 -0.63 -5.52 -0.255
F -1.26 1.10 -4.78 -0.287
C 1.12 1.31 -4.38 0.651
F 1.03 2.31 -3.40 -0.142
F 2.39 0.70 -4.29 -0.167
F 1.11 2.00 -5.64 -0.289
H 0.51 -2.52 2.91 0.280
H -1.28 -2.21 2.60 -0.088
H -0.78 -3.83 3.29 0.282
H -0.97 -4.53 0.99 0.387
H -0.91 -2.76 0.34 -0.095
H 1.16 -4.22 -0.58 0.262
H 1.37 -4.86 1.13 0.498
H 2.85 -3.26 1.53 0.360
H 4.41 -0.72 -0.46 0.311
H 4.66 -1.84 0.97 0.524
H 4.24 -4.30 0.24 0.339
C -4.07 -3.38 5.37 -1.071
C -3.87 -3.03 3.91 0.189
O -3.06 -4.01 3.28 -0.396
H -3.11 -3.44 5.89 0.268
H -4.70 -2.63 5.87 0.205
H -4.55 -4.35 5.47 0.421
H -3.38 -2.06 3.82 -0.019
H -4.83 -2.98 3.39 0.245
H -3.51 -4.86 3.36 0.241
C 4.56 4.18 -4.03 -0.686
C 4.94 3.71 -5.42 -0.177
O 5.20 2.31 -5.42 -0.520
H 5.37 3.96 -3.32 0.266
H 4.37 5.25 -4.01 0.341
H 3.68 3.65 -3.67 0.019
H 5.84 4.22 -5.77 0.209
H 4.13 3.92 -6.13 0.239
H 4.39 1.87 -5.12 0.266
C -3.63 1.59 6.21 -0.978
C -3.14 0.40 5.40 -0.137
O -4.10 0.05 4.41 -0.507
H -4.58 1.36 6.69 0.092
H -2.90 1.87 6.97 0.350
H -3.80 2.45 5.56 0.350
H -2.99 -0.46 6.05 0.270
H -2.19 0.63 4.90 0.290
H -4.23 0.82 3.84 0.265
C 8.62 3.51 -6.57 -0.942
C 9.46 4.76 -6.39 -0.250
O 10.12 5.09 -7.61 -0.519
H 9.25 2.67 -6.88 0.330
H 8.11 3.25 -5.64 0.238
H 7.87 3.65 -7.35 0.331
H 10.22 4.61 -5.62 0.288
H 8.83 5.61 -6.09 0.243
H 9.44 5.23 -8.28 0.300
C 0.91 4.28 -0.39 -0.729
C -0.56 4.39 -0.05 -0.224
O -0.78 5.48 0.83 -0.539
H 1.51 4.15 0.51 0.289
H 1.09 3.44 -1.07 0.031
H 1.26 5.20 -0.88 0.381
H -0.91 3.48 0.45 0.236
H -1.17 4.54 -0.95 0.258
H -0.49 6.29 0.38 0.304
C -4.53 -3.12 -2.62 -0.995
C -3.87 -4.36 -2.05 -0.218
O -3.81 -4.27 -0.63 -0.410
H -3.97 -2.22 -2.33 0.185
H -4.57 -3.17 -3.71 0.332
H -5.54 -3.00 -2.23 0.414
H -2.85 -4.46 -2.43 0.219
H -4.43 -5.26 -2.32 0.262
H -4.72 -4.19 -0.30 0.246
C -8.99 0.98 6.70 -1.030
C -7.80 0.80 7.62 -0.144
O -7.18 -0.45 7.38 -0.483
H -9.71 0.18 6.85 0.259
H -9.48 1.94 6.88 0.331
H -8.67 0.94 5.65 0.322
H -8.12 0.83 8.67 0.303
H -7.06 1.59 7.47 0.170
H -6.89 -0.46 6.46 0.267

=====

[5]
14
Properties=species:S:1:pos:R:3:mulliken_charge:R:1 method="wB97M-V/def2-TZVPD" e_homo_ev=-8.727 e_above_lowest_kcal_mol=207.5 homo_lumo_gap_ev=8.37
C -1.20 -0.10 1.34 -0.071
C 0.05 0.47 0.94 -0.454
C 0.30 0.52 -0.41 0.953
C 1.70 1.02 -0.87 -0.695
C 3.05 1.00 -1.04 -0.238
C -0.75 0.15 -1.31 -0.284
C -1.54 -0.55 -2.07 -0.344
H -0.23 -1.80 1.47 0.389
H -2.03 0.75 1.65 0.259
H -1.53 -0.49 0.31 0.079
H 0.93 0.95 1.49 0.296
H 4.22 0.97 -0.94 0.333
H -2.13 -1.74 -2.71 0.328
O -0.84 -1.15 2.17 -0.551

=====

[6]
59
Properties=species:S:1:pos:R:3:lowdin_spin:R:1 method="wB97M-V/def2-TZVPD" s2=6.051 e_homo_ev="-5.909 / -7.984" e_above_lowest_kcal_mol=98.2 homo_lumo_gap_ev="5.68 / 4.09" multiplicity=5
C -4.11 -0.92 1.38 0.015
N -3.09 0.11 1.17 0.207
C -3.35 1.40 0.83 0.327
C -2.12 2.17 0.79 0.169
C -1.11 1.21 1.30 0.032
C -1.74 -0.05 1.46 0.005
C -1.03 -1.24 1.70 0.035
C 0.38 -1.15 1.82 0.016
C 1.00 0.07 1.65 0.023
B 2.69 0.19 1.66 0.001
F 3.02 1.42 1.07 0.001
F 3.06 0.14 2.99 0.001
F 3.09 -0.91 0.92 0.000
C 0.27 1.26 1.50 0.039
H -3.65 -1.91 1.47 0.000
H -4.64 -0.72 2.31 0.008
H -4.85 -0.93 0.56 0.004
H -4.32 1.69 0.50 0.023
H -2.01 3.24 1.18 0.029
H -1.54 -2.19 1.89 0.002
H 0.97 -2.03 2.08 0.000
H 0.75 2.22 1.43 0.001
C -1.05 -2.74 -3.12 0.006
O -2.24 -1.99 -2.85 0.133
C -2.10 -0.65 -2.63 0.188
C -3.28 0.16 -2.70 0.052
C -3.20 1.49 -2.39 0.105
C -1.98 2.03 -1.90 0.211
C -1.99 3.07 -0.85 0.183
C -0.93 4.20 -0.96 0.067
C -0.93 5.40 -1.84 -0.007
C 0.23 6.23 -1.45 0.081
C 0.91 5.56 -0.35 0.001
C 0.21 4.32 -0.07 0.014
Fe -1.00 5.86 0.09 1.703
C -2.63 5.52 1.18 0.081
C -2.83 6.55 0.17 -0.007
C -1.85 7.60 0.42 0.048
C -1.04 7.20 1.55 0.016
C -1.51 5.91 2.01 0.000
C -0.77 1.31 -2.14 0.093
C -0.83 -0.04 -2.38 0.048
H -1.40 -3.70 -3.47 0.000
H -0.43 -2.24 -3.90 0.002
H -0.45 -2.85 -2.20 0.003
H -4.21 -0.34 -2.97 -0.001
H -4.13 2.04 -2.24 0.006
H -2.95 3.48 -0.58 0.006
H -1.63 5.56 -2.68 -0.002
H 0.61 7.11 -1.95 0.009
H 1.85 5.82 0.13 0.000
H 0.53 3.54 0.61 0.001
H -3.31 4.70 1.39 0.012
H -3.64 6.57 -0.55 -0.002
H -1.80 8.55 -0.12 0.006
H -0.27 7.81 2.03 0.002
H -1.18 5.38 2.91 0.000
H 0.16 1.74 -1.79 0.004
H 0.08 -0.64 -2.41 0.000

=====

[7]
25
Properties=species:S:1:pos:R:3:mulliken_charge:R:1 method="wB97M-V/def2-TZVPD" e_homo_ev=-9.547 e_above_lowest_kcal_mol=74.4 smiles="C=NOC(C)C.COCC#N" homo_lumo_gap_ev=10.46
C -0.32 1.90 0.39 -0.513
N 0.01 0.68 0.33 -0.159
O -0.89 -0.27 -0.07 -0.140
C -2.25 0.09 -0.37 0.447
C -2.78 -1.07 -1.20 -1.546
C -3.05 0.31 0.90 -1.217
H -1.30 2.33 0.18 0.286
H 0.47 2.58 0.70 0.268
H -2.26 1.00 -1.00 0.325
H -3.82 -0.89 -1.48 0.404
H -2.72 -2.00 -0.62 0.351
H -2.18 -1.20 -2.11 0.350
H -4.08 0.62 0.66 0.391
H -3.10 -0.63 1.47 0.320
H -2.61 1.07 1.55 0.371
C 2.86 1.00 -0.76 -0.728
O 1.85 0.09 -1.13 -0.282
C 1.97 -1.14 -0.49 -0.362
C 1.76 -1.06 0.97 0.456
N 1.60 -0.97 2.12 -0.510
H 3.86 0.60 -1.00 0.317
H 2.69 1.92 -1.34 0.210
H 2.83 1.25 0.32 0.321
H 2.97 -1.59 -0.66 0.406
H 1.22 -1.81 -0.92 0.233

=====

[8]
8
Properties=species:S:1:pos:R:3:mulliken_charge:R:1 method="wB97M-V/def2-TZVPD" e_homo_ev=-10.155 e_above_lowest_kcal_mol=36.6 smiles="O=NO.O=PO" homo_lumo_gap_ev=9.55
O 3.04 0.40 0.67 -0.363
N 2.04 -0.20 0.50 0.202
O 1.96 -1.20 -0.51 -0.349
H 1.04 -1.50 -0.31 0.539
O -0.58 -1.58 0.07 -0.502
P -0.95 -0.43 0.89 0.542
O -1.61 0.74 -0.05 -0.428
H -1.68 1.58 0.44 0.360

=====

[9]
14
Properties=species:S:1:pos:R:3:mulliken_charge:R:1 method="wB97M-V/def2-TZVPD" e_homo_ev=-8.610 smiles="C=[SiH]C.FC(F)F" homo_lumo_gap_ev=8.97
C -0.68 1.42 -0.51 -0.904
Si -1.36 0.20 0.49 0.431
C -2.04 -1.41 -0.11 -0.881
H 0.01 1.11 -1.25 0.342
H -0.36 2.44 -0.17 0.299
H -1.78 0.62 1.81 -0.126
H -3.07 -1.31 -0.10 0.319
H -1.64 -1.40 -1.11 0.273
H -1.70 -2.45 0.40 0.277
F 2.81 -0.41 1.23 -0.254
C 2.48 0.24 0.10 0.599
F 1.88 -0.70 -0.61 -0.187
F 3.64 0.62 -0.48 -0.241
H 1.80 1.04 0.34 0.052

=====

[10]
100
Properties=species:S:1:pos:R:3:lowdin_spin:R:1 method="wB97M-V/def2-TZVPD" s2=0.954 e_homo_ev="-9.401 / -8.935" e_above_lowest_kcal_mol=100.1 charge=+1 homo_lumo_gap_ev="4.04 / 2.90" multiplicity=2
Ir 0.55 -0.91 1.30 0.461
C -2.27 -2.43 2.28 -0.001
N -1.00 -2.04 2.89 0.020
C -0.42 -3.21 3.54 0.005
C -1.25 -0.96 3.84 0.000
C 0.04 -0.27 4.28 -0.008
N 0.76 0.25 3.15 -0.098
C 1.50 1.37 3.27 -0.006
C 2.66 1.52 2.47 -0.015
F 2.92 0.55 1.57 0.007
C 3.51 2.61 2.54 0.001
F 4.60 2.64 1.77 0.002
C 3.24 3.66 3.40 -0.016
C 2.08 3.59 4.15 0.001
F 1.76 4.62 4.94 0.001
C 1.24 2.48 4.11 -0.013
F 0.09 2.54 4.81 -0.003
H -2.71 -1.58 1.76 0.000
H -2.98 -2.78 3.05 0.000
H -2.11 -3.24 1.57 0.000
H -1.09 -3.62 4.30 0.000
H 0.53 -2.95 4.01 0.002
H -0.21 -3.98 2.80 0.001
H -1.79 -1.34 4.72 0.001
H -1.87 -0.22 3.33 0.000
H 0.69 -1.00 4.78 -0.004
H -0.21 0.50 5.02 -0.002
H 3.88 4.52 3.45 -0.001
Cl -3.86 -5.71 -4.85 0.000
C -3.26 -4.59 -3.68 0.000
C -2.45 -5.05 -2.65 0.000
C -1.95 -4.15 -1.73 0.001
C -2.28 -2.81 -1.82 0.002
C -3.09 -2.36 -2.85 0.000
C -3.58 -3.24 -3.79 0.000
C -1.77 -1.84 -0.78 0.002
O -2.50 -0.86 -0.57 0.012
O -0.71 -2.14 -0.20 0.023
H -2.21 -6.10 -2.58 0.000
H -1.32 -4.49 -0.92 0.000
H -3.33 -1.31 -2.91 0.000
H -4.21 -2.90 -4.60 0.000
C -5.27 0.37 -0.69 0.001
N -5.24 0.84 0.66 0.009
C -6.33 0.95 1.49 0.006
C -5.90 1.48 2.66 0.006
N -4.55 1.68 2.55 0.010
C -3.73 2.27 3.57 0.001
C -4.15 1.28 1.32 0.009
Se -2.42 1.33 0.70 0.099
H -5.69 1.13 -1.36 0.000
H -5.89 -0.53 -0.76 0.000
H -4.26 0.12 -1.00 0.000
H -7.31 0.65 1.18 0.000
H -6.46 1.72 3.54 0.000
H -4.22 3.14 3.99 0.000
H -2.78 2.58 3.14 0.001
H -3.54 1.56 4.37 0.000
C 0.59 2.73 0.39 0.001
C 0.48 1.73 -0.69 0.001
N 0.72 0.43 -0.59 -0.009
C 0.66 -0.08 -1.85 -0.001
C 0.36 0.92 -2.73 0.000
N 0.24 2.06 -1.98 0.000
C -0.10 3.36 -2.49 0.000
N 1.01 4.25 -2.50 0.000
N 1.20 5.17 -1.52 0.000
N 2.23 5.86 -1.76 0.000
C 2.79 5.46 -2.93 0.000
C 3.89 5.92 -3.65 0.000
C 4.19 5.28 -4.83 0.000
C 3.43 4.19 -5.29 0.000
C 2.33 3.72 -4.61 0.000
C 2.01 4.38 -3.43 0.000
H 0.14 2.34 1.30 0.000
H 0.11 3.67 0.12 0.000
H 1.64 2.93 0.58 0.000
H 0.85 -1.11 -2.05 0.000
H 0.20 0.92 -3.78 0.000
H -0.88 3.81 -1.85 0.000
H -0.50 3.25 -3.51 0.000
H 4.46 6.76 -3.29 0.000
H 5.02 5.61 -5.42 0.000
H 3.72 3.71 -6.21 0.000
H 1.75 2.89 -4.98 0.000
O 4.42 -6.14 -3.36 0.000
C 5.12 -5.25 -2.64 0.004
O 6.28 -5.04 -2.88 0.010
C 4.39 -4.55 -1.54 0.037
C 3.01 -4.37 -1.52 -0.004
C 2.40 -3.69 -0.49 0.036
C 3.18 -3.17 0.56 0.038
S 2.44 -2.40 1.93 0.336
C 4.57 -3.33 0.54 0.032
C 5.16 -4.00 -0.51 -0.005
H 3.51 -6.26 -3.04 0.000
H 2.39 -4.74 -2.32 -0.001
H 1.33 -3.53 -0.48 0.000
H 5.16 -2.91 1.33 0.002
H 6.24 -4.10 -0.56 -0.001

=====

[11]
13
Properties=species:S:1:pos:R:3:mulliken_charge:R:1 method="wB97M-V/def2-TZVPD" e_homo_ev=-9.287 e_above_lowest_kcal_mol=53.7 smiles="CC1=NCCO1" homo_lumo_gap_ev=10.27
C 2.21 -0.14 0.22 -0.958
C 0.70 -0.12 0.08 0.683
N 0.13 1.02 -0.09 -0.524
C -1.28 0.81 -0.35 -0.359
C -1.65 -0.59 -0.01 -0.327
O -0.01 -1.26 0.07 -0.499
H 2.56 -0.81 1.01 0.299
H 2.56 0.87 0.42 0.299
H 2.67 -0.48 -0.72 0.251
H -1.98 1.28 0.35 0.238
H -1.57 1.14 -1.36 0.322
H -2.52 -0.93 -0.63 0.319
H -1.83 -0.80 1.03 0.256

=====

no.,DFT total energy (Ha)
1,-2278.73483
2,-398.43458
3,-361.25820
4,-3338.55204
5,-345.19460
6,-2761.85095
7,-534.98025
8,-698.21903
9,-707.51900
10,-6104.70199
11,-286.54611